No. 1
# C23H51GeIrN4SSbSi3

A structure of composition C23H51GeIrN4SSbSi3 (ωB97M-V with the def2-TZVPD basis set, the Open Molecules 2025 dataset).

Last column: Löwdin charge in e.
Atoms and positions in Å:
1 Ir -0.50357 1.64483 -0.63314  1.11
2 C 5.18257 0.43824 1.42036  -0.06
3 C 4.35410 1.70204 1.27773  -0.24
4 N 3.05091 1.62884 1.94850  0.02
5 C 1.85623 1.40714 1.40799  -0.74
6 S 1.77611 1.04124 -0.32655  0.56
7 N 0.80528 1.50130 2.20428  0.02
8 N -0.37567 1.47023 1.53556  -0.15
9 C -1.48320 1.36563 2.19267  -0.26
10 C -1.56394 1.34864 3.68032  -0.01
11 C -2.70032 1.26001 1.35208  -0.24
12 C -3.97732 1.39317 1.86637  0.02
13 C -5.06588 1.27497 1.01284  0.00
14 C -4.84802 1.02044 -0.33146  -0.02
15 C -3.54568 0.89873 -0.77845  -0.13
16 N -2.49685 1.01063 0.04481  -0.08
17 H 6.16569 0.58762 0.97412  0.09
18 H 4.70166 -0.39786 0.91334  0.05
19 H 5.32565 0.17209 2.46860  0.09
20 H 4.18178 1.93577 0.22840  0.08
21 H 4.87442 2.55615 1.70908  0.13
22 H 3.02406 1.82559 2.94013  0.16
23 H -0.57978 1.18600 4.10603  0.08
24 H -2.25001 0.57811 4.03322  0.09
25 H -1.93510 2.31340 4.03924  0.11
26 H -4.11598 1.59837 2.91885  0.13
27 H -6.07235 1.38495 1.39415  0.13
28 H -5.66806 0.91674 -1.02770  0.13
29 H -3.31887 0.70561 -1.81934  0.11
30 C 0.95952 4.68347 0.69853  -0.22
31 Ge 0.24461 4.94078 -1.09333  0.73
32 C -0.95467 6.45901 -1.07258  -0.21
33 C 1.66954 5.11672 -2.38577  -0.21
34 C -0.87458 3.36980 -1.65785  -0.45
35 H 1.40583 5.62274 1.02870  0.04
36 H 1.73519 3.91783 0.71384  -0.01
37 H 0.17700 4.41680 1.41171  0.02
38 H -0.35765 7.35532 -0.89556  0.04
39 H -1.68230 6.36645 -0.26601  0.03
40 H -1.48306 6.57837 -2.01758  0.03
41 H 2.29721 5.96292 -2.10374  0.03
42 H 1.26980 5.30310 -3.38217  0.03
43 H 2.29122 4.22133 -2.41563  0.02
44 H -0.74410 3.20330 -2.73180  0.01
45 H -1.92759 3.59807 -1.44685  0.00
46 C 3.48593 -2.23363 -1.23336  -0.22
47 Si 2.27846 -3.03584 -0.08603  0.30
48 C 2.58242 -2.74656 1.71786  -0.21
49 C 2.09294 -4.83354 -0.46051  -0.19
50 Sb 0.02281 -1.81463 -0.46807  0.99
51 Si -0.64633 -2.30410 -2.96131  0.33
52 C 0.08418 -3.93183 -3.41343  -0.21
53 C 0.06444 -0.87959 -3.89728  -0.22
54 C -2.49734 -2.35938 -2.93339  -0.21
55 Si -1.52843 -2.89537 1.32758  0.33
56 C -0.95235 -2.24303 2.96592  -0.21
57 C -1.30802 -4.72312 1.13710  -0.21
58 C -3.26792 -2.42982 0.89352  -0.20
59 H 4.50258 -2.57925 -1.02365  0.05
60 H 3.47291 -1.14713 -1.15044  -0.02
61 H 3.25496 -2.50968 -2.26534  0.03
62 H 3.59479 -3.05413 1.99562  0.05
63 H 1.88378 -3.34635 2.30599  0.03
64 H 2.45818 -1.69850 1.99718  0.02
65 H 3.02557 -5.33353 -0.17761  0.06
66 H 1.93065 -5.01967 -1.52143  0.02
67 H 1.28717 -5.29839 0.10521  0.02
68 H 1.17121 -3.89400 -3.49364  0.03
69 H -0.31447 -4.21667 -4.39330  0.06
70 H -0.19513 -4.71134 -2.70296  0.04
71 H 1.15486 -0.88430 -3.83133  0.04
72 H -0.29986 0.07382 -3.50406  0.01
73 H -0.20883 -0.93464 -4.95484  0.05
74 H -2.83455 -3.33821 -2.58508  0.04
75 H -2.89099 -2.21527 -3.94419  0.05
76 H -2.93280 -1.59721 -2.28697  0.00
77 H -0.31363 -2.97701 3.46049  0.04
78 H -1.80877 -2.05901 3.62022  0.04
79 H -0.38685 -1.31285 2.87318  0.01
80 H -0.38536 -5.08442 1.59060  0.03
81 H -1.33523 -5.03727 0.09180  0.04
82 H -2.14423 -5.21220 1.64870  0.06
83 H -3.42627 -1.35676 0.80415  0.00
84 H -3.94429 -2.80769 1.66740  0.06
85 H -3.55004 -2.90253 -0.05024  0.03

As for the max |F|: 0.7 eV/Å. Its expectation value of S² is 8.77. Its charge is +2. As for the spin multiplicity: 6. As for the molecular weight: 886.60 g mol⁻¹. The lowest unoccupied orbital energy (alpha / beta) comes out at -0.21212 / -0.30515 Ha.

***

No. 2
# C28H43Cl2N2PTi

A structure of composition C28H43Cl2N2PTi (ωB97M-V with the def2-TZVPD basis set, the Open Molecules 2025 dataset).

Last column: Löwdin charge in e.
Atoms and positions in Å:
1 P 0.08503 -0.79102 -0.87962  1.09
2 C 1.67114 -0.15160 -1.69127  -0.45
3 C 1.96126 -0.51569 -3.15337  -0.21
4 C 3.38319 -0.07460 -3.52990  -0.20
5 C 3.62600 1.41454 -3.26254  -0.21
6 C 3.27148 1.80011 -1.82350  -0.20
7 C 1.84966 1.35549 -1.44788  -0.22
8 C -1.35103 0.10719 -1.71377  -0.45
9 C -1.29686 0.28377 -3.23073  -0.21
10 C -2.62942 0.86376 -3.73041  -0.20
11 C -2.98848 2.17830 -3.02915  -0.21
12 C -2.95336 2.04651 -1.50308  -0.20
13 C -1.62820 1.44824 -1.00985  -0.23
14 C -0.05608 -2.48053 -1.65306  -0.49
15 C 1.14222 -3.35037 -1.22728  -0.22
16 C 1.04647 -4.77512 -1.78836  -0.21
17 C -0.28275 -5.44700 -1.43040  -0.21
18 C -1.47789 -4.58314 -1.84372  -0.20
19 C -1.39000 -3.15486 -1.28542  -0.22
20 H 2.42196 -0.67734 -1.06764  0.10
21 H 1.23555 -0.02367 -3.81529  0.10
22 H 1.86075 -1.59613 -3.32408  0.09
23 H 3.57531 -0.30896 -4.58357  0.11
24 H 4.09590 -0.66088 -2.93380  0.11
25 H 4.67343 1.66206 -3.46738  0.10
26 H 3.01835 2.01085 -3.95556  0.11
27 H 3.98043 1.31939 -1.13583  0.11
28 H 3.36551 2.88282 -1.68409  0.11
29 H 1.65115 1.59894 -0.39372  0.09
30 H 1.12451 1.91556 -2.05937  0.10
31 H -2.20320 -0.56151 -1.49220  0.10
32 H -3.42204 0.12906 -3.53477  0.11
33 H -1.09426 -0.67188 -3.73666  0.11
34 H -0.48020 0.97175 -3.49682  0.10
35 H -2.58556 1.00945 -4.81589  0.11
36 H -3.98146 2.51176 -3.35055  0.10
37 H -2.27833 2.95616 -3.33839  0.11
38 H -3.11764 3.02219 -1.03166  0.11
39 H -3.77419 1.39053 -1.18186  0.11
40 H -1.66173 1.29898 0.07868  0.06
41 H -0.80794 2.15122 -1.21909  0.10
42 H -0.03066 -2.32045 -2.74660  0.10
43 H 2.09380 -2.89885 -1.54308  0.10
44 H 1.16352 -3.39585 -0.12799  0.12
45 H 1.14640 -4.73775 -2.88160  0.11
46 H 1.88526 -5.36869 -1.40807  0.11
47 H -0.31928 -5.61521 -0.34654  0.11
48 H -0.34675 -6.43027 -1.90886  0.10
49 H -2.41286 -5.04453 -1.50746  0.11
50 H -1.51759 -4.53111 -2.94002  0.11
51 H -2.24049 -2.57072 -1.66372  0.10
52 H -1.48325 -3.17951 -0.18907  0.11
53 Ti 0.02556 0.14089 3.58302  0.25
54 Cl -1.71463 -0.43406 2.33280  0.03
55 Cl 1.98980 0.15189 2.55264  0.02
56 C -0.33930 1.78986 4.56861  -0.23
57 H -0.62381 1.70548 5.62723  0.03
58 C -0.46732 3.08233 3.96912  -0.34
59 C -1.18532 4.13849 4.62029  -0.06
60 C -1.32331 5.38245 4.02257  -0.11
61 C -0.74894 5.63776 2.76369  -0.11
62 C -0.03736 4.62362 2.10719  -0.10
63 C 0.10700 3.36793 2.69188  -0.07
64 H -1.63487 3.92819 5.59343  0.10
65 H -1.87931 6.17033 4.53263  0.10
66 H 0.41378 4.81755 1.13290  0.10
67 H 0.68810 2.57935 2.19677  0.05
68 H -0.85505 6.61839 2.30312  0.09
69 N 0.91395 -1.86933 7.06557  0.08
70 C -0.34277 -2.45661 6.87478  -0.05
71 C -0.83359 -1.94336 5.71981  -0.08
72 N 0.12108 -1.06707 5.18034  -0.10
73 C 1.15311 -1.03105 6.04034  -0.12
74 H 1.54442 -2.03689 7.84348  0.17
75 H -0.76805 -3.16685 7.55691  0.12
76 H -1.77130 -2.10676 5.21779  0.11
77 H 2.05130 -0.43390 5.93891  0.14

As for the max |F|: 2.7 eV/Å. As for the spin multiplicity: 1. As for the molecular weight: 557.41 g mol⁻¹. The lowest unoccupied orbital energy (alpha / beta) comes out at -0.00569 / -0.00566 Ha.

***

No. 3
# C15H12CuF3N3O13

A structure of composition C15H12CuF3N3O13 (ωB97M-V with the def2-TZVPD basis set, the Open Molecules 2025 dataset).

Last column: natural (NBO) charge in e.
Atoms and positions in Å:
1 Cu -0.35116 0.54993 -0.38735  1.50
2 O -3.39004 1.53777 -0.92136  -0.73
3 C -2.90139 2.31139 -1.99872  -0.07
4 C -1.61819 3.10659 -1.73444  -0.25
5 N -0.37309 2.33671 -1.76117  -0.51
6 C 0.79654 3.10660 -1.35089  -0.35
7 C 1.97540 2.18563 -0.90502  0.78
8 O 3.09682 2.69460 -0.91127  -0.72
9 O 1.66347 0.99500 -0.57851  -0.84
10 C -0.12961 1.70578 -3.05765  -0.36
11 C -0.76152 0.31010 -3.15420  0.78
12 O -1.13648 -0.11183 -4.24463  -0.70
13 O -0.80487 -0.32678 -2.04147  -0.82
14 H -2.83965 0.75983 -0.75392  0.50
15 H -3.67963 3.05729 -2.18277  0.16
16 H -2.80441 1.70426 -2.90638  0.17
17 H -1.69753 3.56829 -0.75308  0.24
18 H -1.57101 3.90412 -2.49822  0.15
19 H 0.54252 3.73727 -0.50407  0.24
20 H 1.17929 3.73527 -2.16509  0.18
21 H 0.94457 1.53375 -3.15204  0.23
22 H -0.45211 2.33618 -3.89393  0.19
23 O -2.47963 -2.58589 1.36046  -0.69
24 C -1.53233 -1.93184 0.92394  0.78
25 O -1.60542 -0.76322 0.43994  -0.81
26 C -0.16049 -2.62354 1.02920  -0.13
27 C -0.09652 -3.73451 1.85798  -0.12
28 C 1.09260 -4.43383 2.00734  -0.02
29 C 2.23884 -4.05334 1.32768  -0.17
30 C 2.14933 -2.96977 0.48143  0.01
31 C 0.97432 -2.24811 0.31727  -0.06
32 N 3.33545 -2.63093 -0.30515  0.53
33 O 4.42693 -2.83297 0.21103  -0.41
34 O 3.16426 -2.17482 -1.41198  -0.34
35 N 1.14229 -5.60404 2.86224  0.53
36 O 0.15513 -5.89295 3.51036  -0.38
37 O 2.17826 -6.24892 2.89976  -0.41
38 H -0.98779 -4.05057 2.37950  0.27
39 H 3.16138 -4.59908 1.44209  0.26
40 H 0.96756 -1.41093 -0.36665  0.25
41 F -1.71856 2.61217 4.11203  -0.34
42 C -0.53010 2.25002 3.57714  0.87
43 F -0.24408 1.02903 4.05356  -0.33
44 F 0.39600 3.09725 4.09169  -0.34
45 C -0.56988 2.34620 2.00640  0.71
46 O -0.90746 3.44735 1.59526  -0.69
47 O -0.23802 1.26947 1.45367  -0.76

As for the max |F|: 1.0 eV/Å. Its expectation value of S² is 0.75. Its charge is -2. As for the spin multiplicity: 2. As for the molecular weight: 562.81 g mol⁻¹. The lowest unoccupied orbital energy (alpha / beta) comes out at 0.12639 / 0.12639 Ha.